No. 1
Computed, not measured: a structure of composition C62H49Br2N4O4P2RbS4, with wB97M-V/def2-TZVPD.

Its total charge is -2. The LUMO energy comes out at 0.1173 Eh. The strongest force on any atom is 0.9 eV/Å. For the frontier orbital gap, the calculation gives 0.14087 hartree. Its HOMO energy is -0.64 eV. For the total energy, the calculation gives -281903.1432 eV.

Element x y z (Å)
Rb 0.55110 -0.11084 1.24593
C 3.03870 -3.76323 1.62946
O 3.08032 -2.59787 0.82699
C 3.93666 -2.57117 -0.21345
C 4.67908 -3.64579 -0.67606
C 5.48610 -3.46496 -1.79472
Br 6.49687 -4.94883 -2.42154
C 5.56409 -2.27162 -2.46918
C 4.81026 -1.18638 -2.00546
C 4.02400 -1.33541 -0.87007
O 3.21204 -0.33816 -0.40196
C 4.88541 0.08086 -2.75053
N 5.73400 0.28225 -3.72991
C 5.49654 1.57738 -4.14469
C 6.10974 2.32388 -5.15244
C 5.69633 3.62844 -5.32952
C 4.70052 4.19912 -4.51754
C 4.07987 3.47641 -3.51872
C 4.48599 2.15568 -3.36462
N 4.09945 1.17245 -2.48811
H 4.03432 -4.00234 2.01417
H 2.64403 -4.61043 1.06105
H 2.37578 -3.52310 2.45717
H 4.61943 -4.61238 -0.19987
H 6.18379 -2.14321 -3.34331
H 3.71601 0.42078 -0.05948
H 6.89211 1.88745 -5.75914
H 6.15979 4.23603 -6.09713
H 4.42664 5.23586 -4.66822
H 3.33616 3.91527 -2.86896
H 3.33757 1.21395 -1.82535
O 1.24429 7.60637 2.76444
C 1.42048 6.40155 2.75061
S 0.97077 5.30946 4.04769
C 1.50781 3.77384 3.33181
C 2.08087 3.88745 2.11087
S 2.79627 2.65339 1.10828
S 2.15983 5.52038 1.42594
S 1.19837 2.36516 4.29190
C -7.19202 0.40180 -0.01266
C -6.51934 -0.76406 -0.35505
C -5.29248 -1.04906 0.22413
C -4.69942 -0.19794 1.15939
C -5.38806 0.97219 1.48243
C -6.61919 1.26760 0.90758
P -2.99621 -0.75065 1.80706
C -2.56284 0.86157 2.58497
C -1.83490 1.78280 1.83492
C -1.59914 3.07165 2.29107
C -2.07930 3.45183 3.53402
C -2.77746 2.53629 4.30745
C -3.02131 1.25432 3.83983
C -3.63677 -1.69536 3.24684
C -4.89387 -1.91549 3.73707
C -5.03179 -2.64629 4.94388
C -3.94434 -3.12217 5.62760
C -2.63045 -2.91489 5.13430
C -1.43697 -3.36362 5.75244
C -0.23274 -3.10704 5.14835
C -0.15127 -2.40273 3.91719
C -1.26777 -1.90946 3.27379
C -2.49493 -2.19790 3.92978
H -8.14879 0.63547 -0.46471
H -6.94898 -1.44658 -1.07974
H -4.76595 -1.95615 -0.06416
H -4.95562 1.66665 2.19339
H -7.13212 2.18355 1.18106
H -1.42624 1.48574 0.87415
H -0.99547 3.75397 1.70494
H -1.85773 4.43857 3.91842
H -3.11378 2.81614 5.29857
H -3.57039 0.55327 4.45638
H -5.77471 -1.52975 3.23617
H -6.02635 -2.81636 5.34236
H -4.08569 -3.65922 6.56066
H -1.48193 -3.89825 6.69577
H 0.68036 -3.45334 5.62684
H 0.83226 -2.26500 3.47095
O -0.31051 0.29424 -1.37693
P -1.05558 0.11198 -2.64769
C -1.90544 -1.48741 -2.69583
C -2.38863 -2.12852 -3.83529
C -3.10754 -3.30815 -3.71865
C -3.37404 -3.84188 -2.46386
C -2.93205 -3.18602 -1.32433
C -2.19928 -2.01433 -1.43790
C -2.40698 1.27987 -2.90955
C -3.02801 1.83823 -1.79936
C -4.12052 2.67686 -1.96694
C -4.59263 2.95333 -3.23995
C -3.97601 2.39346 -4.35325
C -2.88444 1.55868 -4.18927
C 0.04884 0.33706 -4.06591
C 0.49100 1.65048 -4.24479
C 1.38714 1.95740 -5.25229
C 1.86535 0.95589 -6.08681
C 1.45385 -0.35267 -5.90012
C 0.54696 -0.66237 -4.89336
H -2.23460 -1.70093 -4.81752
H -3.47020 -3.80546 -4.60899
H -3.93564 -4.76342 -2.37645
H -3.15089 -3.57896 -0.33966
H -1.86709 -1.50528 -0.53809
H -2.66942 1.61173 -0.80407
H -4.60145 3.09908 -1.09647
H -5.44515 3.60875 -3.36772
H -4.34478 2.61075 -5.34795
H -2.39650 1.13234 -5.05869
H 0.14618 2.42820 -3.57253
H 1.73071 2.97564 -5.37274
H 2.57919 1.19420 -6.86470
H 1.85598 -1.14273 -6.52122
H 0.29073 -1.69831 -4.71611
Br 3.06865 0.05714 7.63991
C 3.47139 -0.01710 5.79050
C 4.67674 0.46214 5.31981
C 4.90584 0.39223 3.95774
C 3.93253 -0.17515 3.14963
N 2.77473 -0.63301 3.60838
C 2.53372 -0.52758 4.90966
H 5.39815 0.90168 5.99467
H 5.81080 0.79308 3.52292
H 4.07981 -0.24394 2.08032
H 1.55865 -0.84560 5.25733
N 1.06376 -3.71521 -1.33303
H 0.29510 -3.60676 -1.98432
H 1.58909 -2.84668 -1.36300
H 0.64485 -3.75682 -0.40932

Forces on the atoms, in the same order (eV/Å):
0.5821 0.0015 0.5948
-0.0169 -0.0714 0.0627
0.0518 0.0663 0.0087
0.0106 -0.0537 -0.0409
0.0045 -0.0413 0.0240
-0.0549 0.0346 0.0222
0.0168 -0.0227 -0.0045
-0.0106 -0.0219 0.0849
-0.0558 0.0018 0.0656
-0.0743 0.2354 -0.1876
0.0285 0.1319 0.0412
-0.0246 0.0394 0.0306
-0.0727 -0.0074 -0.0291
0.0444 -0.0144 0.0225
-0.0094 -0.0107 0.0188
0.0050 0.0239 -0.0212
-0.0099 0.0440 -0.0216
-0.0207 0.0027 -0.0206
-0.0322 0.0269 0.0155
0.0910 -0.0828 -0.0693
-0.0190 -0.0071 0.0078
0.0134 -0.0029 0.0164
0.0231 -0.0474 -0.0249
-0.0026 0.0102 0.0072
0.0028 -0.0024 -0.0069
-0.1630 0.0324 0.2517
0.0093 -0.0146 -0.0118
-0.0029 0.0041 -0.0031
-0.0032 -0.0041 -0.0010
-0.0544 0.0170 0.0504
0.0092 0.1002 -0.0260
-0.0195 0.1283 -0.0011
0.0085 -0.0509 -0.0003
-0.0113 -0.0069 0.0181
-0.0481 -0.1388 0.0438
0.0553 0.0889 -0.0303
0.0388 -0.4437 -0.4893
0.0356 -0.0193 -0.0136
0.0954 0.0185 -0.0114
-0.0070 -0.0131 -0.0302
-0.0808 0.0125 -0.0110
0.0888 -0.0933 -0.0190
0.1206 -0.0631 0.0297
0.0423 0.0536 0.0062
0.0159 0.0357 -0.0088
-0.7776 0.4362 -0.1032
0.0213 -0.0334 0.0046
-0.1561 0.0415 -0.1175
0.0320 -0.0227 0.0213
-0.0144 0.0217 0.0043
0.0124 0.0322 0.0145
0.0549 -0.0619 -0.0132
0.3604 -0.0579 0.1024
-0.0281 0.0329 -0.0688
-0.0641 -0.0202 0.0303
-0.0021 -0.0162 0.0458
-0.0003 -0.0439 0.0021
-0.0184 -0.0018 0.0380
0.0389 -0.0083 -0.0551
-0.1305 -0.1872 0.0234
0.3927 0.0484 -0.0192
-0.0760 0.0211 -0.3030
-0.0050 0.0029 -0.0030
0.0026 -0.0077 -0.0063
-0.1193 0.1161 0.0485
-0.0107 -0.0074 0.0014
0.0083 -0.0053 -0.0004
-0.2168 0.1623 -0.0791
0.0232 -0.0027 0.0066
-0.0032 -0.0148 -0.0130
-0.0111 0.0051 0.0064
-0.0077 -0.0280 0.0019
0.0061 0.0094 -0.0103
-0.0065 -0.0027 0.0011
0.0065 -0.0093 0.0135
-0.0159 -0.0117 0.0036
0.0061 -0.0051 0.0084
0.0801 0.0259 0.2042
-0.2428 0.0767 0.1451
0.1604 -0.2066 -0.1074
-0.0089 -0.0283 0.0876
-0.0209 0.0842 -0.0297
0.0049 0.0260 -0.0094
0.0202 0.0128 0.0575
0.0659 -0.1031 -0.0996
0.2466 -0.0594 -0.0787
0.1035 0.0550 -0.0786
-0.0524 -0.0499 0.0436
-0.0076 -0.0350 0.0074
-0.0191 0.0117 -0.0284
-0.0450 0.0275 0.0159
0.0237 -0.0073 0.0053
-0.1700 0.0777 -0.0666
-0.0110 -0.0227 -0.0203
0.0406 0.0733 0.0076
0.0226 0.0208 -0.0190
0.0007 -0.0501 0.0423
0.1062 -0.1077 0.1873
0.1071 0.0244 -0.0524
-0.0050 -0.0121 -0.0173
-0.0121 -0.0061 0.0021
0.0144 -0.0081 0.0323
-0.0565 -0.0639 -0.0780
0.0259 0.0067 0.0006
-0.0314 0.0244 0.0498
-0.0057 -0.0027 -0.0036
-0.0014 0.0114 -0.0010
0.0100 0.0022 0.0109
-0.0282 0.0170 -0.0346
0.0371 0.0116 -0.0054
0.0183 0.0160 0.0045
-0.0101 -0.0075 -0.0066
-0.1715 -0.0411 -0.0398
-0.0035 0.0017 0.0132
-0.0523 0.0242 -0.0274
0.0046 0.0065 0.0095
-0.0329 0.0186 -0.0198
0.0372 0.0918 -0.0011
0.0575 -0.1883 -0.1245
-0.0383 0.0209 0.0743
0.0088 0.0015 0.0071
0.0008 -0.0007 -0.0156
0.0313 -0.0318 -0.0038
-0.0040 -0.0356 0.0237
0.0386 0.0022 0.0395
-0.0709 0.0085 -0.0182
-0.0358 -0.0106 -0.0123
-0.0320 0.0403 0.0025

No. 2
Computed, not measured: a structure of composition C62H50GaO2P2SSi, with wB97M-V/def2-TZVPD.

Its total charge is +1. The LUMO energy comes out at -0.1002 Eh. The strongest force on any atom is 1.3 eV/Å. For the frontier orbital gap, the calculation gives 0.24990 hartree. Its HOMO energy is -9.53 eV. For the total energy, the calculation gives -158862.4401 eV.

Element x y z (Å)
Ga -0.18679 -0.83432 1.16967
O 0.66524 1.02265 1.58850
S 0.41211 2.02032 0.44355
C -0.57482 3.26859 1.18716
C -0.08997 4.13753 2.15086
C -0.85358 5.16747 2.65970
C -2.10089 5.40037 2.08511
C -3.13405 6.51751 2.28694
C -4.31254 6.15354 1.34315
C -3.91472 4.82965 0.73383
C -4.51308 3.98965 -0.15683
C -3.91007 2.75345 -0.48194
C -2.65513 2.36805 -0.01718
P -2.19195 0.59555 -0.26500
C -1.88492 0.52437 -2.06266
C -1.45324 1.68419 -2.72835
C -1.25771 1.70768 -4.09353
C -1.42968 0.52721 -4.81644
C -1.86271 -0.63152 -4.18480
C -2.07930 -0.64284 -2.81658
C -3.78096 -0.23750 0.11453
C -4.81044 -0.61696 -0.74912
C -6.03507 -1.01042 -0.23480
C -6.22105 -0.99908 1.13184
C -5.20535 -0.67536 2.01372
C -3.96803 -0.30956 1.48894
C -1.91538 3.34363 0.73762
C -2.61299 4.48831 1.16854
C 1.89550 2.90989 -0.01301
C 1.68839 4.23831 -0.29263
C 2.68935 5.09007 -0.77058
C 3.93610 4.56822 -0.96607
C 5.22968 5.16945 -1.42466
C 6.22713 4.00578 -1.51984
C 5.46946 2.82256 -0.97912
C 5.85045 1.51405 -0.89052
C 4.84269 0.59883 -0.51414
C 3.51664 0.89781 -0.26383
P 2.42118 -0.59500 -0.08439
C 2.67029 -1.46499 -1.67120
C 1.82356 -1.05885 -2.70944
C 1.96531 -1.51429 -4.00333
C 2.96543 -2.45461 -4.26939
C 3.77312 -2.91866 -3.25605
C 3.66308 -2.39894 -1.95000
C 3.26855 -1.49875 1.24857
C 3.36829 -2.89189 1.31395
C 3.94656 -3.52727 2.39390
C 4.42614 -2.76011 3.46153
C 4.32269 -1.38824 3.42867
C 3.73116 -0.75715 2.34033
C 3.13329 2.26466 -0.30661
C 4.14029 3.17950 -0.71073
H 0.90735 4.00585 2.52153
H -0.45298 5.77130 3.45228
H -2.70141 7.50246 2.01594
H -3.42816 6.58091 3.32506
H -4.42131 6.90552 0.56537
H -5.26466 6.10799 1.88805
H -5.49084 4.19537 -0.55746
H -4.53832 2.08151 -1.05685
H -1.36530 2.61450 -2.16887
H -0.95547 2.60383 -4.58563
H -1.34505 0.54067 -5.88122
H -2.02563 -1.52972 -4.76262
H -2.47691 -1.53094 -2.37342
H -4.66439 -0.55396 -1.82162
H -6.84828 -1.27385 -0.89368
H -7.18870 -1.28229 1.53556
H -5.36763 -0.66875 3.07911
H -3.14754 -0.03118 2.16166
H 0.73164 4.68572 -0.06326
H 2.48134 6.13064 -0.94253
H 5.57100 5.91497 -0.69500
H 5.09241 5.70058 -2.36556
H 7.13121 4.19295 -0.97117
H 6.49330 3.78139 -2.54579
H 6.84424 1.19572 -1.15126
H 5.13838 -0.43743 -0.45754
H 1.03434 -0.34782 -2.47780
H 1.30840 -1.13703 -4.78071
H 3.09978 -2.81464 -5.27315
H 4.51946 -3.66897 -3.47295
H 4.36732 -2.75139 -1.21389
H 2.97831 -3.49914 0.51038
H 4.01923 -4.60858 2.39357
H 4.86416 -3.22212 4.34212
H 4.64735 -0.79498 4.29474
H 3.63401 0.34385 2.38188
C -0.70233 -0.42496 4.15633
C 0.02963 -1.28629 3.17876
O 0.71375 -2.21582 3.56436
H -0.30991 -0.58414 5.15669
H -1.75696 -0.78146 4.11912
H -0.65002 0.62387 3.87416
C 1.81571 -6.63792 1.14475
C 1.07972 -5.94843 2.11495
C 0.40601 -4.79583 1.75432
C 0.45788 -4.31333 0.45210
C 1.20050 -5.00219 -0.50846
C 1.84593 -6.18713 -0.16372
Si -0.55935 -2.82078 -0.14459
C -2.36458 -3.39521 -0.17091
C -3.13956 -3.57934 0.97552
C -4.40277 -4.12080 0.89661
C -4.93567 -4.48096 -0.32813
C -4.17164 -4.36756 -1.47976
C -2.89079 -3.83906 -1.40096
H 2.34166 -7.55628 1.35623
H 0.99695 -6.36674 3.11771
H -0.16999 -4.27283 2.49824
H 1.21365 -4.67531 -1.53289
H 2.41037 -6.72004 -0.91424
H -0.17968 -2.64702 -1.56219
H -2.76770 -3.27197 1.94219
H -4.98960 -4.24943 1.79881
H -5.92514 -4.90197 -0.37706
H -4.55263 -4.67020 -2.45010
H -2.31138 -3.78637 -2.31097

Forces on the atoms, in the same order (eV/Å):
0.5235 -0.2137 0.0885
0.0842 0.0305 -0.0936
-0.0684 -0.0931 -0.1635
-0.1834 0.0074 0.0359
0.0406 -0.8646 -0.2996
-1.1425 0.6705 -0.2444
0.1641 0.6302 0.6407
0.8051 0.1269 -0.4230
-0.0479 -0.1397 0.2908
0.3815 -0.0678 -0.2092
-0.2753 0.0593 0.1283
0.3751 0.0543 0.5069
-0.6809 0.3330 -0.4262
0.2010 -0.0965 0.0049
-0.0567 0.0276 -0.4387
-0.3278 0.1890 0.6070
0.1349 -1.1290 0.0639
-0.4687 0.2230 0.3603
0.3292 0.2202 -0.0170
-0.0279 0.6704 0.1356
0.2723 0.1929 -0.0417
0.3817 0.2758 -0.2300
0.3555 0.2069 -0.1175
-0.6888 -0.3853 0.6523
0.5304 0.2519 -0.4647
-0.2136 0.0213 0.5508
-0.1784 -0.5020 0.1138
-0.0881 -0.2648 -0.3088
-0.5734 -0.2166 0.1051
-0.0711 0.3107 0.3571
0.5914 0.0233 -0.2330
-0.1433 -0.9495 0.3029
0.0147 0.7374 0.1845
-0.5210 -0.2956 0.0035
0.1704 -0.1922 -0.4404
-0.8401 0.2163 0.3213
0.4478 -0.2309 -0.2084
0.1808 -0.3060 0.0039
-0.2757 0.0561 0.0578
0.3983 -0.0046 -0.0426
-0.2808 0.3453 0.3145
0.3476 -0.2074 0.1089
-0.5452 0.3259 -0.1201
0.1490 0.2853 0.8114
-0.1069 -0.3102 -0.9209
0.2712 0.0817 0.3701
-0.1663 0.0829 -0.4814
0.2858 0.3480 0.5184
0.0344 -0.7028 -0.0336
-0.2752 0.6109 0.3017
0.0815 0.7017 0.1650
0.1707 0.3631 -0.0768
-0.2721 0.3062 0.0769
0.4264 -0.0864 0.0430
0.0390 0.3186 0.1198
-0.1567 -0.5410 0.1952
-0.1426 0.0051 0.2852
-0.0890 0.0508 -0.0879
0.2079 -0.0843 -0.1978
-0.2120 0.0928 -0.0814
0.2936 -0.1719 -0.0139
0.0968 -0.1812 -0.0831
0.1155 0.4982 -0.2447
0.2471 -0.0228 -0.5192
-0.0622 -0.0605 -0.0242
-0.0309 -0.3708 0.3911
0.0021 -0.0523 0.0135
-0.0160 -0.0805 -0.0674
0.0557 0.0439 -0.0553
-0.0501 -0.0974 0.1273
-0.2905 -0.0715 -0.1696
0.0570 -0.0479 -0.2134
-0.1343 0.2301 -0.0705
-0.0749 -0.0737 -0.1370
0.0781 -0.0002 -0.0661
0.4729 0.0962 0.2265
0.1731 0.1020 -0.2619
0.1785 -0.2010 0.0896
0.0057 -0.2218 -0.0147
-0.0349 0.0120 -0.0490
0.1058 -0.1193 0.0502
0.0218 -0.1684 -0.2402
0.1049 -0.0085 0.0407
-0.0311 0.0452 0.2780
0.0172 -0.0008 -0.0554
-0.0274 0.0887 0.0892
-0.0408 -0.1093 -0.2156
-0.0875 -0.2589 -0.5042
0.0349 -0.7116 -0.2397
-0.5386 -0.3110 0.2414
0.2384 -0.0868 0.0677
-0.2963 0.4288 -0.5431
-0.0447 0.0344 0.2066
0.4327 0.3932 0.0962
-0.1273 0.0892 -0.0465
-0.2226 0.0225 -0.0167
0.2170 -0.6100 -0.2465
-0.0190 -0.1358 0.1557
-0.1631 0.6911 -0.5809
-0.2990 -0.5694 0.4399
0.2063 0.5889 -0.0369
-0.1205 -0.6648 -0.0740
0.2653 -0.2449 -0.5277
0.3148 0.3277 -0.2374
-0.4134 -0.0153 0.1874
0.0637 -0.2942 -0.1944
0.0825 0.1771 -0.0687
-0.1538 0.1161 0.5704
-0.0120 -0.0871 0.3340
0.0864 0.2735 -0.1633
-0.0809 0.1010 0.1669
0.0743 0.2114 -0.2739
0.0206 -0.1431 -0.0506
-0.0240 0.0468 -0.0978
0.1418 0.0205 0.1622
-0.0004 0.0047 -0.0340
-0.2302 -0.0462 -0.0253
-0.0827 -0.0589 0.1571
0.2286 0.0859 -0.0529